Computed, not measured: an isolated ion of composition C3H10N3 and charge +1 in a non-equilibrium geometry, with ωB97M-V/def2-TZVPD.

Calculated total energy: -7736.163 eV
SMILES: N[C@@H]([NH3+])[C@H]1CN1
Total charge: +1
ΔE to the lowest compared entry with this formula, charge and spin: 202.7 kJ/mol

Cartesian coordinates (Å):
N: 1.832894 -0.903630 0.027112
C: 0.733954 -0.214804 0.476627
N: 0.693996 1.336882 0.035962
C: -0.569178 -0.723101 -0.180249
C: -1.880186 -0.484141 0.466932
N: -1.445731 0.345467 -0.632836
H: 1.925298 -1.068692 -0.962785
H: 2.702412 -0.833719 0.529156
H: 0.676205 -0.217250 1.565336
H: 0.938868 1.969152 0.798340
H: 1.321535 1.502143 -0.749290
H: -0.344652 1.402906 -0.271032
H: -0.436669 -1.600200 -0.801338
H: -2.683813 -1.186774 0.294363
H: -1.913203 -0.002896 1.433535
H: -1.932864 0.227054 -1.512840

Atoms 1-2, force components in eV/Å:
0.57 -0.33 -0.13
-0.85 0.83 -0.65

Computed, not measured: an isolated ion of composition C3H10N3 and charge +1 in a non-equilibrium geometry, with ωB97M-V/def2-TZVPD.

Calculated total energy: -7734.280 eV
SMILES: NNC1([NH3+])CC1
Total charge: +1
ΔE to the lowest compared entry with this formula, charge and spin: 384.5 kJ/mol

Cartesian coordinates (Å):
N: -1.968983 -0.493855 -0.235800
N: -0.937607 -0.565459 0.736120
C: 0.229039 0.073743 0.208603
N: -0.167459 1.483660 0.089597
C: 1.256242 -0.453285 -0.807021
C: 1.539239 -0.392423 0.730386
H: -2.162479 -1.280497 -0.838435
H: -2.907797 -0.290922 0.302151
H: -0.933162 -1.470407 1.093110
H: -1.073202 1.493013 -0.599079
H: 0.459166 2.125484 -0.229684
H: -0.461610 1.698599 1.070216
H: 1.648097 0.286055 -1.548657
H: 1.100248 -1.445240 -1.094857
H: 1.274959 -1.404865 1.175118
H: 2.268375 0.150380 1.198068

Atoms 1-2, force components in eV/Å:
-3.58 2.00 1.51
-0.96 1.44 -1.97

Computed, not measured: a 2-piece molecular cluster, C3H10N3 overall in a non-equilibrium geometry, with ωB97M-V/def2-TZVPD.

Calculated total energy: -7733.987 eV
Total charge: +1
ΔE to the lowest compared entry with this formula, charge and spin: 412.7 kJ/mol

Cartesian coordinates (Å):
C: -2.927121 -0.085463 0.063570
C: -1.700016 0.236551 0.544869
C: 2.182535 0.285582 0.662725
N: 2.225515 0.772665 -0.524426
N: 1.355033 -0.584499 1.193117
N: 1.017410 0.673767 -1.357666
H: -3.402495 0.496852 -0.714407
H: -3.423683 -0.966385 0.394996
H: -1.237245 -0.414067 1.290563
H: -1.245670 1.108131 0.262690
H: 2.971152 0.412306 1.404300
H: 1.491346 -1.157572 2.024700
H: 0.480749 -0.800855 0.716477
H: 1.123208 1.596778 -1.735538
H: 0.093440 0.769687 -0.872205
H: 1.015392 0.069901 -2.253236

Atoms 1-2, force components in eV/Å:
2.09 0.72 0.11
-2.88 -2.96 0.22

Computed, not measured: an isolated ion of composition C3H10N3 and charge +1 in a non-equilibrium geometry, with ωB97M-V/def2-TZVPD.

Calculated total energy: -7732.103 eV
⟨S²⟩: 2.008
Total charge: +1
Spin multiplicity: 3
ΔE to the lowest compared entry with this formula, charge and spin: 0.0 kJ/mol

Cartesian coordinates (Å):
C: -0.925776 0.522385 0.873720
C: 0.601724 -0.640100 -1.185760
C: 0.709377 -1.535588 1.011689
N: 0.142994 -0.519949 0.054776
N: -0.786266 1.823074 0.416109
N: 0.288851 0.350237 -2.067223
H: -0.413712 0.494381 1.812614
H: 1.252677 -1.468481 -1.547471
H: 0.160455 -2.490956 0.858528
H: 1.759297 -1.739019 0.851654
H: 0.652542 -1.096019 2.018107
H: 0.072712 1.284810 -1.883404
H: -0.390577 2.489779 1.110515
H: -1.573041 2.297173 -0.061756
H: 0.341429 0.227151 -3.130257
H: -1.892688 0.001120 0.868160

Atoms 1-2, force components in eV/Å:
1.39 -0.53 -1.24
1.96 -1.00 -4.79

Computed, not measured: a 2-piece molecular cluster, C3H10N3O overall in a non-equilibrium geometry, with ωB97M-V/def2-TZVPD.

Calculated total energy: -9787.399 eV
⟨S²⟩: 0.754
Spin multiplicity: 2
ΔE to the lowest compared entry with this formula, charge and spin: 208.1 kJ/mol

Cartesian coordinates (Å):
N: -2.194869 0.096958 -0.347220
C: -2.098923 0.389148 1.011100
N: -1.405416 1.344383 1.462779
H: -2.184017 0.902841 -0.956902
H: -2.875799 -0.600765 -0.596620
H: -2.629085 -0.361068 1.612199
H: -1.613741 1.424652 2.455923
O: 2.905256 -1.667165 -0.719836
C: 2.745687 -0.646516 0.038121
C: 1.457265 0.130295 -0.017084
N: 0.638999 -0.325617 -1.164188
H: 3.420373 -0.392782 0.857793
H: 0.925612 -0.018763 0.916063
H: 1.654995 1.188188 -0.183377
H: 0.763936 0.191527 -2.036565
H: 0.875711 -1.303971 -1.395024
H: -0.385984 -0.351345 -0.937163

Atoms 1-2, force components in eV/Å:
0.29 0.08 -0.09
-0.11 -0.50 0.02

Computed, not measured: a 2-piece molecular cluster, C3H10N3O overall in a non-equilibrium geometry, with ωB97M-V/def2-TZVPD.

Calculated total energy: -9784.428 eV
Total charge: +1
ΔE to the lowest compared entry with this formula, charge and spin: 180.6 kJ/mol

Cartesian coordinates (Å):
N: -0.195586 -0.834039 2.660859
C: -0.476898 -0.207507 1.503291
N: -0.475424 1.209128 1.470468
O: -0.565769 -0.878603 0.445968
H: 0.087215 -1.830053 2.671593
H: -0.130804 -0.277305 3.532027
H: 0.259724 1.497935 0.835909
H: -1.390650 1.401419 0.966269
C: 1.486832 -0.572722 -1.803993
C: -0.208610 1.072583 -2.471401
N: 0.188609 0.169089 -1.689174
H: 1.295550 -1.637306 -1.839385
H: 2.173757 -0.254613 -1.006887
H: 1.880965 -0.261336 -2.805971
H: 0.334286 1.350874 -3.383918
H: -1.073067 1.620599 -2.181028
H: -0.341959 -0.144767 -0.818807

Atoms 1-2, force components in eV/Å:
0.05 0.80 0.54
1.68 -2.07 -0.53

Computed, not measured: an isolated ion of composition C3H10N3O and charge +1 in a non-equilibrium geometry, with ωB97M-V/def2-TZVPD.

Calculated total energy: -9781.845 eV
SMILES: OC[N@H+]1CNCN1
Total charge: +1
ΔE to the lowest compared entry with this formula, charge and spin: 429.8 kJ/mol

Cartesian coordinates (Å):
O: -1.610500 2.052015 0.194631
C: -0.999003 1.057665 0.927125
N: -0.101523 0.473798 -0.206827
C: 1.424802 0.082770 0.120411
N: 1.382542 -1.355221 0.161525
C: 0.418996 -1.728027 -0.829211
N: -0.723792 -0.747941 -0.609386
H: -2.117328 2.691470 0.661804
H: -1.612352 0.337928 1.431091
H: -0.570298 1.676191 1.818241
H: -0.084846 1.133057 -0.976073
H: 1.717433 0.470795 1.096041
H: 2.023974 0.475890 -0.652353
H: 1.256531 -1.757822 1.031530
H: 0.726827 -1.463480 -1.791505
H: 0.041008 -2.726267 -0.890531
H: -1.172470 -0.672823 -1.486513

Atoms 1-2, force components in eV/Å:
-0.60 -0.63 -2.01
1.38 3.33 1.35

Computed, not measured: a 2-piece molecular cluster, C3H10N3O2 overall, with ωB97M-V/def2-TZVPD.

Calculated total energy: -11840.508 eV
Total charge: -1
ΔE to the lowest compared entry with this formula, charge and spin: 34.0 kJ/mol

Cartesian coordinates (Å):
N: 1.751517 2.235937 -0.622111
C: 1.981651 0.806990 -0.697995
O: 1.848178 0.302152 -1.833900
O: 2.250627 0.259951 0.393196
H: 2.196151 2.615955 0.201541
H: 2.026538 2.717099 -1.465669
C: -0.736966 -1.408463 -0.938563
N: -1.185414 -0.173426 -0.299174
C: -0.790555 -0.103946 1.098131
N: -1.758406 -0.750074 2.010628
H: -0.990290 -1.353574 -1.997857
H: 0.338860 -1.573578 -0.849123
H: -1.293822 -2.244193 -0.498798
H: -0.732505 0.604119 -0.771931
H: -0.719319 0.940037 1.402832
H: 0.182188 -0.566115 1.272666
H: -2.692136 -0.549522 1.661426
H: -1.676295 -1.759347 1.934698

Atoms 1-2, force components in eV/Å:
-0.03 0.00 0.15
0.12 0.05 -0.09